(1)
69
Properties=species:S:1:pos:R:3:mulliken_charge:R:1 method="wB97M-V/def2-TZVPD" largest_force_ev_per_a=1.5 e_lumo_ev=0.0 charge=0 de_lowest_kj_mol=32.3 orbital_gap_ev=8.38 molar_mass_g_mol=725.72 total_energy_ev=-76072.7546 spin_multiplicity=1
I -0.36178 1.73030 0.04800 0.085
P 1.39852 3.40913 0.18497 -0.251
F -0.96173 1.08825 -3.49710 -0.159
O 1.87691 3.68486 -2.63118 -0.318
O -3.57953 4.06566 1.65349 -0.341
O -3.12271 -1.99335 0.31690 -0.376
O -2.49841 2.42433 -4.28585 -0.530
O 1.72979 1.70645 -3.89811 -0.262
O 4.20943 -2.74965 3.30530 -0.412
O -3.63383 0.17019 0.41203 -0.048
O 4.00275 -4.15989 5.04891 -0.550
O -2.93644 3.28958 3.63653 -0.313
O -2.13041 -0.68451 1.85609 -0.455
O 5.05091 -1.55099 -0.16237 -0.254
O -1.41625 4.23123 2.26838 -0.492
O 2.18351 -3.31640 4.01793 -0.423
O 3.85193 -2.20140 -1.91701 -0.376
O 2.92462 -0.84975 -0.36582 -0.486
O 2.85878 1.72420 -1.79308 -0.165
O 2.41101 2.88780 1.36807 -0.425
C -4.21820 -0.33885 -0.80065 -0.427
C 1.99095 -2.20079 3.11614 0.860
C 5.22176 -2.54985 -2.21491 0.457
C -0.31245 3.34152 -3.94673 -0.283
C 3.27618 -2.26153 2.32525 -0.224
C -2.53084 3.90241 2.49791 0.542
C 3.51285 -3.47701 4.21035 0.577
C 3.84860 -1.47055 -0.77801 0.683
C 5.81176 -2.57382 -0.82218 -0.510
C 0.71397 -2.34692 2.32991 -1.418
C 5.30284 -3.83957 -2.98857 -1.503
C -6.00108 3.83290 1.74072 -1.520
C -2.88944 -0.82566 0.95459 0.393
C -4.66799 3.25585 2.14150 1.147
C -4.29689 -1.82189 -0.50766 0.513
C -4.36840 3.24985 3.62409 -0.528
C -1.37244 2.28515 -3.94556 0.375
C -4.26090 -2.73140 -1.70751 -1.451
B 1.13949 2.88695 -3.51855 -0.011
B 2.15798 2.89733 -1.53610 0.501
B 2.24389 1.00890 -2.79999 0.668
H 0.77815 -3.18202 1.63011 0.309
H -0.12271 -2.54645 2.99636 0.383
H 6.32196 -4.00853 -3.33442 0.391
H 4.99631 -4.68508 -2.37191 0.346
H -5.21461 -2.70048 -2.23320 0.387
H -4.06474 -3.75714 -1.39964 0.371
H -5.18354 0.12643 -0.97968 0.335
H 4.64188 -3.80545 -3.85310 0.368
H -4.54108 2.25424 1.72057 -0.232
H -0.64097 4.07285 -3.20717 0.267
H 3.59940 -1.30449 1.93496 0.206
H 5.64617 -1.72769 -2.79792 0.267
H 1.96059 -1.29336 3.72602 0.215
H -6.02218 4.03059 0.66998 0.375
H 3.22122 -2.98928 1.51078 0.171
H -0.34780 3.84399 -4.90961 0.432
H -4.72559 2.36323 4.14100 0.326
H -6.80291 3.13595 1.98366 0.388
H -3.46966 -2.43608 -2.39711 0.317
H 2.14894 2.01181 1.68312 0.252
H -5.16660 -2.04628 0.11638 0.277
H -3.54354 -0.11288 -1.62948 0.160
H 2.10832 -0.16107 -2.73223 -0.169
H -6.18952 4.77693 2.25326 0.361
H 0.49128 -1.44004 1.76739 0.288
H -4.74512 4.14482 4.12554 0.302
H 6.87144 -2.33768 -0.78846 0.328
H 5.63087 -3.52241 -0.31157 0.292



(2)
15
Properties=species:S:1:pos:R:3:mulliken_charge:R:1 method="wB97M-V/def2-TZVPD" largest_force_ev_per_a=2.4 e_lumo_ev=0.8 charge=0 de_lowest_kj_mol=266.7 smiles="C1=NCC(N2CC2)=N1" orbital_gap_ev=10.00 molar_mass_g_mol=109.13 total_energy_ev=-9766.6232 spin_multiplicity=1
N -2.51030 0.42646 -0.00129 -0.480
N 0.90172 0.00659 -0.59955 -0.220
N -0.99419 -1.26935 -0.10469 -0.629
C 1.93688 0.54808 0.33983 -0.322
C -0.37440 -0.13309 -0.20432 0.593
C -2.36603 -0.83723 0.12109 -0.146
C -1.24507 1.05719 -0.20820 -0.248
C 1.85529 -0.91118 -0.06163 -0.454
H -1.14049 1.68195 -1.08693 0.299
H -1.03073 1.71274 0.62802 0.235
H -3.27624 -1.43894 0.16625 0.380
H 1.67711 0.91621 1.31833 0.262
H 2.59514 1.20377 -0.23502 0.239
H 2.56425 -1.37143 -0.72924 0.245
H 1.40706 -1.59175 0.65734 0.246



(3)
23
Properties=species:S:1:pos:R:3:mulliken_charge:R:1 method="wB97M-V/def2-TZVPD" largest_force_ev_per_a=5.6 e_lumo_ev=-0.1 charge=0 de_lowest_kj_mol=545.4 smiles="O=c1cc[nH]c(=O)[nH]1.c1ccncc1" orbital_gap_ev=8.06 molar_mass_g_mol=191.19 total_energy_ev=-18040.1019 spin_multiplicity=1
O 0.91836 -1.06354 -1.30792 -0.568
O -2.08579 2.20017 -0.32180 -0.650
N 0.91782 1.84577 0.12219 -0.766
N -2.60810 -0.03310 -0.02899 -0.041
N -0.65144 0.56102 -0.94309 -0.204
C -1.76376 0.99451 -0.33525 0.347
C -2.19487 -1.33952 0.20939 -0.365
C 1.95261 -0.74762 0.65854 -0.024
C 2.57079 0.02659 -0.38354 -0.468
C -0.17064 -0.77373 -0.88454 0.781
C 1.99337 1.35172 -0.52260 -0.231
C 0.28084 1.04740 0.86625 0.202
C 0.78569 -0.15167 1.23476 -0.896
C -1.02098 -1.72993 -0.28940 -0.797
H 0.28478 -0.77736 1.94839 0.419
H -3.53292 0.22789 0.41003 0.316
H -0.65952 -2.70801 -0.33259 0.533
H 2.32232 2.13079 -1.24928 0.387
H 2.59822 -1.60191 1.18052 0.285
H -0.56363 1.51234 1.42561 0.617
H -0.08428 1.27973 -1.34848 0.323
H 3.55071 -0.20321 -0.84515 0.418
H -2.83961 -2.04831 0.73696 0.382



(4)
38
Properties=species:S:1:pos:R:3:mulliken_charge:R:1 method="wB97M-V/def2-TZVPD" largest_force_ev_per_a=10.1 e_lumo_ev=-6.1 charge=+1 orbital_gap_ev=4.27 molar_mass_g_mol=379.23 total_energy_ev=-107806.7752 spin_multiplicity=1
Br 3.29332 3.96636 -0.22988 0.190
S 4.06896 0.42312 -0.84169 1.175
F 4.26211 0.95425 0.78120 -0.213
O 3.07652 -0.80216 -0.78596 -0.465
O -0.40581 0.17425 0.37506 -0.355
O -4.39314 -1.73053 1.32672 -0.424
O 5.41137 -0.10498 -1.41085 -0.469
N 1.93369 4.65108 -3.26475 -0.362
N -1.37540 -1.98562 2.24385 -0.332
N 3.02121 2.93190 -1.77481 -0.156
N 2.36633 2.21893 -4.10411 -0.350
N 3.34299 1.59150 -1.91759 0.182
C -3.82045 -0.63794 0.61993 -0.493
C 2.40065 3.35369 -3.09629 0.520
C -3.59571 -2.91573 1.33136 -0.457
C 2.98960 1.09192 -3.30074 -0.024
C -0.60182 -2.18003 1.01505 -0.215
C -0.40951 1.18543 1.37458 -0.709
C 0.33885 -0.99203 0.74782 -0.590
C -2.48757 -2.92743 2.40413 -0.681
H -1.05094 0.90181 2.21164 0.313
H -2.95220 -2.69668 3.36863 0.367
H -0.81699 2.09867 0.93171 0.243
H -4.28739 -3.73185 1.57665 0.357
H -3.22024 -3.13924 0.32723 0.329
H -0.01010 -3.09633 1.10093 0.391
H -4.63534 -0.00261 0.26074 0.320
H -3.21741 -0.02937 1.29723 0.134
H 1.67578 5.20446 -2.39394 0.239
H -2.08014 -3.94241 2.48722 0.390
H 3.09041 0.03904 -3.80106 0.397
H -1.75983 -1.04210 2.25021 0.072
H 0.60273 1.39538 1.73272 0.292
H 1.00339 -0.80522 1.60011 0.436
H 1.76218 5.05941 -4.23273 0.298
H -1.25888 -2.27765 0.14447 0.156
H 0.97096 -1.24170 -0.11109 0.238
H -3.23223 -0.95959 -0.24373 0.260



(5)
15
Properties=species:S:1:pos:R:3:mulliken_charge:R:1 method="wB97M-V/def2-TZVPD" largest_force_ev_per_a=1.8 e_lumo_ev=0.9 charge=0 de_lowest_kj_mol=353.8 orbital_gap_ev=9.04 molar_mass_g_mol=87.12 total_energy_ev=-7828.6530 spin_multiplicity=1
O -0.46517 0.28955 1.40921 -0.626
N 0.43026 -2.05844 1.85607 -0.122
C 0.24830 0.45142 0.42403 -0.208
C -0.73743 1.69805 -1.46471 -1.200
C 1.22665 -2.10660 0.86442 -0.472
C -0.24948 0.32372 -0.99548 -0.157
H -1.07447 -0.39059 -1.02766 0.267
H 0.54985 -0.02195 -1.65335 0.337
H -1.53810 2.05429 -0.82012 0.322
H -1.11200 1.63498 -2.48392 0.338
H 0.28279 -2.86599 2.44810 0.213
H 1.34325 -1.14504 0.31843 0.296
H 0.07486 2.42243 -1.43859 0.352
H 1.22579 0.95669 0.52622 0.426
H -0.20511 -1.24251 2.03735 0.233



(6)
27
Properties=species:S:1:pos:R:3:mulliken_charge:R:1 method="wB97M-V/def2-TZVPD" largest_force_ev_per_a=3.9 e_lumo_ev="-0.6 / -0.6" charge=0 de_lowest_kj_mol=238.3 orbital_gap_ev="7.07 / 7.07" molar_mass_g_mol=204.21 total_energy_ev=-23882.7410 spin_multiplicity=1
P -0.68478 2.16502 -1.93657 -0.131
N -1.48327 1.17215 -0.83105 -0.220
N 1.61658 -0.18891 1.92169 -0.473
C 3.36483 0.04759 -0.20434 -0.669
C 2.00867 -0.36138 -0.42970 -0.564
C -0.62342 -1.39837 -0.82261 -1.506
C 2.95099 -0.05081 2.09075 -0.238
C -1.18774 -0.41148 1.46973 -0.413
C -0.30474 -0.56349 0.39836 1.135
C -2.60234 -0.39243 1.31953 -0.421
C 3.86468 0.08294 1.06056 -0.507
C -3.30793 0.08494 0.23678 -0.850
C -2.74843 0.97231 -0.71344 0.218
C 1.14069 -0.46598 0.63989 0.182
H -0.02314 -2.26036 -1.03857 0.456
H -3.19131 -0.65791 2.13987 0.476
H -3.44300 1.32299 -1.51660 0.313
H -1.57982 -1.81209 -0.80734 0.474
H 3.93630 0.14516 -1.08150 0.421
H -0.18490 1.07114 -2.61094 0.004
H -1.35670 2.27051 -3.06486 -0.017
H 3.28006 -0.04145 3.07280 0.484
H -4.37007 0.02024 0.04985 0.352
H 4.85932 0.30720 1.30511 0.429
H 1.51377 -0.29587 -1.32219 0.493
H -0.83688 -0.03566 2.43530 0.363
H -0.60744 -0.72600 -1.76051 0.208



(7)
19
Properties=species:S:1:pos:R:3:mulliken_charge:R:1 method="wB97M-V/def2-TZVPD" largest_force_ev_per_a=5.8 e_lumo_ev=2.9 charge=-1 de_lowest_kj_mol=175.9 orbital_gap_ev=6.71 molar_mass_g_mol=287.54 total_energy_ev=-107350.3602 spin_multiplicity=1
Br -3.00206 1.25795 -1.31288 -0.284
Cl 2.17393 3.50177 -0.22987 -0.232
S -2.32136 -0.03793 1.35378 1.048
O -1.30401 -0.48538 2.29599 -0.654
O -3.32304 -1.01245 1.02812 -0.626
O -3.02993 1.25453 2.10181 -0.510
N 0.09709 2.53724 2.31136 -0.600
C 1.46509 0.76476 -0.35878 -0.179
C 0.61047 2.23665 1.31928 0.398
C 1.36360 1.99052 0.21668 0.260
C -0.72551 -0.36899 -0.64006 -0.668
C 0.66826 -0.36392 0.11720 -1.122
C -1.51934 0.72493 -0.06490 -0.444
H -0.38795 -0.42509 -1.76716 0.404
H 0.43900 -0.40322 1.05457 0.790
H -1.16618 -1.34453 -0.43976 0.340
H 1.81585 0.56047 -1.35685 0.354
H 1.09632 -1.31295 -0.21950 0.325
H -2.26371 1.95853 2.33038 0.401



(8)
84
Properties=species:S:1:pos:R:3:mulliken_charge:R:1 method="wB97M-V/def2-TZVPD" largest_force_ev_per_a=1.1 e_lumo_ev=0.3 charge=0 smiles="C=CC(=O)OCCCCCCPCOC(F)(F)F.ClCCCl.ClCCCl.ClCCCl.ClCCCl.ClCCCl.ClCCCl" orbital_gap_ev=9.06 molar_mass_g_mol=879.99 total_energy_ev=-198385.7621 spin_multiplicity=1
Cl 5.42951 -0.48008 2.60898 -0.204
Cl -1.82781 3.06041 3.42297 -0.197
Cl -4.28868 6.68738 -3.63430 -0.185
Cl -1.02812 -0.07299 2.32146 -0.190
Cl -6.08493 8.90319 -1.77658 -0.186
Cl -5.22047 0.32713 4.14443 -0.179
Cl -6.15101 3.62788 -2.23300 -0.192
Cl -5.27752 2.05164 1.24000 -0.103
Cl 8.47355 0.51141 -1.44053 -0.159
Cl -4.93489 0.49082 -1.65521 -0.125
Cl 7.30292 -3.25043 1.94945 -0.208
Cl 7.74876 2.92952 0.81414 -0.167
P 3.47825 -4.92017 1.51322 -0.138
F 4.34645 -1.72799 -1.41040 -0.247
F 5.32786 -3.17332 -2.68967 -0.282
F 3.16165 -3.09180 -2.58644 -0.243
O -1.99984 -3.08926 -1.43116 -0.427
O -1.50975 -1.43725 -2.80739 -0.632
O 4.37223 -3.90126 -0.88009 -0.331
C -1.78782 -4.37414 0.63250 -0.987
C -2.55791 -3.28847 -0.12560 -0.422
C -6.40326 8.40984 -3.45948 -0.442
C 8.39277 2.26487 -1.75246 -0.509
C -5.29310 1.23177 -3.23614 -0.508
C 2.82068 -3.74961 2.76902 -0.612
C 0.48087 -0.46557 -1.10881 -1.093
C 6.64459 -0.67043 1.31161 -0.370
C -1.36663 -1.94085 -1.72076 0.531
C -5.01044 2.70999 -3.25244 -0.459
C -1.32884 2.59746 1.77449 -0.525
C -0.44051 -1.35388 -0.72260 0.437
C -1.82474 1.22845 1.39611 0.253
C -6.62990 1.86024 2.38084 -0.538
C -1.00590 -3.88758 1.86335 -0.168
C 3.16263 -4.06978 -0.11726 -0.494
C 0.48980 -4.15966 1.72382 0.026
C -6.04821 6.96645 -3.70426 -0.342
C 4.29298 -2.99993 -1.87163 0.836
C -6.14852 1.81205 3.80771 -0.453
C 1.28979 -3.83720 2.97713 -0.806
C 8.86756 3.06396 -0.56761 -0.439
C 6.67104 -2.07280 0.77117 0.268
H 5.67964 -2.40168 0.48453 -0.318
H -6.51491 6.31063 -2.97635 0.228
H 0.65523 -5.20491 1.46422 0.589
H -1.09416 -4.78165 -0.10311 0.384
H -7.16656 0.95495 2.10945 0.300
H 8.92262 4.11741 -0.83567 0.315
H 2.69578 -3.09393 0.02524 0.280
H 6.37254 0.01979 0.51736 0.150
H 7.60980 -0.37268 1.71164 0.371
H -7.00109 1.81939 4.48457 0.348
H -3.57358 -3.63499 -0.30360 0.352
H -5.50934 2.66066 4.03690 0.292
H 0.97832 -2.87967 3.39712 0.218
H -0.24438 2.65806 1.72725 0.389
H -5.84275 9.07372 -4.11206 0.320
H -1.40997 -4.30613 2.78372 0.654
H -1.61334 1.03318 0.34488 0.149
H -4.00536 2.92743 -2.90147 0.309
H 3.13201 -2.72462 2.56287 0.261
H 7.36566 2.50952 -2.00911 0.307
H 4.86841 -4.76902 1.64689 -0.013
H -5.11440 3.09187 -4.26642 0.333
H -1.75254 3.33376 1.09360 0.340
H -6.37775 6.67388 -4.69987 0.300
H 9.84829 2.73466 -0.23542 0.310
H 1.03892 0.08748 -0.36436 0.287
H 7.31912 -2.11877 -0.10257 0.272
H -0.44243 -1.62494 0.32877 0.184
H 1.10361 -4.58387 3.74920 0.343
H 0.71544 -0.29357 -2.14920 0.340
H 9.02656 2.46655 -2.61389 0.350
H -2.45011 -5.19548 0.89713 0.437
H -7.46676 8.55680 -3.63905 0.305
H 2.44894 -4.67886 -0.66705 0.554
H -2.63876 -2.36120 0.43995 0.283
H 0.84434 -3.50870 0.92347 -0.335
H -2.89305 1.13774 1.55749 -0.225
H -1.11399 -2.80361 1.94587 -0.245
H -7.29138 2.71361 2.24166 0.329
H 3.29981 -4.02080 3.70940 0.513
H -4.66050 0.73468 -3.96973 0.309
H -6.33303 1.02331 -3.47275 0.338